No. 1
The following is a quantum chemistry calculation of a structure of composition C22H34ClInN5O3P2S2, from the OMol25 dataset.

Summary:
Energy above the lowest of the compared OMol25 structures with the same formula, charge and spin = 0.0 kcal per mole
F_max = 0.009 hartree/bohr
Gap between HOMO and LUMO = 0.323 Ha
LUMO = -1.790 eV
Molecular weight = 692.90 g/mol
Net charge = +1

Each line ends with the natural charge from an NBO analysis.
Atoms and positions in Å:
In: 2.12 -0.30 -1.22  1.60
S: 4.49 0.54 -0.73  -0.17
C: 3.58 2.00 -0.80  -0.09
N: 2.28 1.96 -1.02  -0.63
C: 1.72 3.24 -1.05  0.10
C: 0.37 3.55 -1.26  -0.19
C: -0.02 4.87 -1.25  -0.22
C: 0.91 5.90 -1.03  -0.21
C: 2.25 5.60 -0.82  -0.20
C: 2.64 4.27 -0.83  -0.22
S: 4.22 3.59 -0.60  0.47
H: -0.34 2.74 -1.43  0.22
H: -1.05 5.13 -1.42  0.22
H: 0.58 6.93 -1.04  0.23
H: 2.97 6.39 -0.65  0.23
C: -2.87 2.35 -0.01  -0.41
N: -2.16 1.42 -0.89  -0.83
C: -2.69 1.34 -2.26  -0.42
P: -1.32 0.12 -0.38  2.55
O: -0.21 -0.27 -1.30  -1.14
O: -0.79 0.63 1.05  -1.09
P: 0.44 -0.06 1.85  2.55
O: 1.58 -0.31 0.91  -1.14
N: 0.68 1.06 3.01  -0.80
C: 1.64 0.69 4.08  -0.42
C: 0.89 2.45 2.54  -0.42
N: -0.09 -1.41 2.56  -0.82
C: 0.28 -2.75 2.10  -0.40
C: -1.16 -1.36 3.56  -0.41
N: -2.24 -1.20 -0.05  -0.83
C: -3.51 -0.96 0.64  -0.42
C: -2.27 -2.32 -1.01  -0.41
H: -2.74 3.36 -0.39  0.21
H: -2.47 2.32 1.00  0.22
H: -3.94 2.13 0.02  0.20
H: -2.68 2.34 -2.70  0.22
H: -3.73 0.98 -2.27  0.20
H: -2.08 0.69 -2.88  0.23
H: 1.54 -0.36 4.33  0.22
H: 1.41 1.28 4.96  0.22
H: 2.67 0.89 3.78  0.20
H: 0.19 2.70 1.75  0.22
H: 1.91 2.60 2.18  0.20
H: 0.71 3.12 3.38  0.22
H: 0.97 -2.70 1.26  0.24
H: -0.62 -3.29 1.79  0.20
H: 0.76 -3.31 2.91  0.21
H: -1.40 -0.33 3.82  0.23
H: -0.84 -1.88 4.47  0.21
H: -2.05 -1.86 3.18  0.20
H: -3.39 -0.21 1.43  0.21
H: -3.83 -1.88 1.12  0.22
H: -4.30 -0.63 -0.04  0.19
H: -1.34 -2.39 -1.56  0.25
H: -3.10 -2.21 -1.72  0.19
H: -2.42 -3.25 -0.46  0.21
Cl: 3.23 -2.90 -0.31  0.05
C: 2.02 -3.70 -1.28  -0.04
C: 1.53 -4.93 -0.87  -0.23
C: 0.53 -5.54 -1.61  -0.21
C: 0.04 -4.91 -2.75  -0.22
C: 0.55 -3.68 -3.14  -0.15
C: 1.55 -3.04 -2.42  -0.08
C: 2.10 -1.71 -2.85  -0.88
H: 1.93 -5.40 0.02  0.23
H: 0.14 -6.50 -1.30  0.23
H: -0.73 -5.38 -3.34  0.23
H: 0.17 -3.20 -4.03  0.21
H: 1.57 -1.30 -3.70  0.24
H: 3.17 -1.75 -3.06  0.25

***

No. 2
The following is a quantum chemistry calculation of a structure of composition C22H34F4N4O4Si2 at a distorted geometry, from the OMol25 dataset.

Summary:
F_max = 0.171 hartree/bohr
Gap between HOMO and LUMO = 0.288 Ha
LUMO = -0.389 eV
Molecular weight = 550.70 g/mol

Each line ends with the natural charge from an NBO analysis.
Atoms and positions in Å:
C: 5.68 1.68 -0.46  -0.63
C: 6.26 0.87 -1.79  -0.50
C: 5.01 0.33 -2.76  0.79
O: 4.50 1.27 -3.60  -0.59
O: 4.49 -1.06 -2.75  -0.56
C: 3.04 -1.08 -2.42  -0.08
C: 2.07 -0.84 -3.74  -0.95
Si: 0.40 -1.80 -3.66  1.36
O: -0.96 -0.90 -3.01  -1.19
Si: -0.52 -0.02 -1.54  1.73
N: -1.69 1.38 -1.44  -0.91
C: -2.05 1.75 -2.89  -0.44
C: -1.08 2.56 -0.72  0.69
C: -1.61 2.94 0.81  -0.72
O: -0.14 3.39 -1.22  -0.58
C: -0.77 -1.03 0.08  0.26
F: -2.11 -1.68 0.00  -0.34
F: -0.79 -0.09 1.25  -0.36
C: 0.40 -2.14 0.40  0.50
F: 1.79 -1.53 0.46  -0.35
F: 0.35 -3.36 -0.45  -0.34
H: 6.31 2.69 -0.39  0.23
H: 5.86 0.99 0.47  0.22
H: 4.54 1.98 -0.61  0.23
H: 6.82 1.68 -2.46  0.25
H: 7.01 0.02 -1.51  0.24
H: 2.72 -2.09 -1.88  0.21
H: 2.88 -0.22 -1.61  0.20
H: 1.89 0.31 -3.99  0.28
H: 2.66 -1.29 -4.67  0.28
H: 0.57 -3.12 -3.01  -0.19
H: 0.03 -2.12 -5.07  -0.18
H: 0.82 0.61 -1.61  -0.17
H: -2.58 2.79 -2.99  0.23
H: -2.82 0.93 -3.24  0.23
H: -1.11 1.72 -3.61  0.20
H: -2.38 2.09 1.13  0.24
H: -0.75 2.97 1.61  0.25
H: -2.22 3.96 0.85  0.25
H: 0.20 -2.52 1.52  0.19
N: -1.88 6.72 2.64  -0.51
C: -2.77 7.13 3.59  -0.08
C: -2.36 6.61 4.80  -0.31
C: -1.18 5.88 4.57  -0.31
C: -0.90 5.96 3.22  -0.08
H: -1.94 6.94 1.65  0.41
H: -3.62 7.74 3.33  0.21
H: -2.86 6.76 5.75  0.22
H: -0.59 5.34 5.30  0.22
H: -0.10 5.54 2.63  0.21
N: -0.07 -1.66 4.65  -0.51
C: -0.72 -2.87 4.58  -0.09
C: -0.70 -3.44 5.83  -0.29
C: -0.01 -2.54 6.69  -0.31
C: 0.36 -1.45 5.93  -0.08
H: 0.07 -1.03 3.87  0.41
H: -1.14 -3.22 3.65  0.20
H: -1.13 -4.39 6.10  0.22
H: 0.18 -2.67 7.75  0.22
H: 0.89 -0.55 6.20  0.21
N: -2.68 -4.28 -3.22  -0.51
C: -3.90 -4.51 -3.79  -0.08
C: -4.22 -5.83 -3.59  -0.31
C: -3.15 -6.42 -2.87  -0.30
C: -2.22 -5.44 -2.65  -0.08
H: -2.19 -3.39 -3.21  0.41
H: -4.43 -3.71 -4.29  0.21
H: -5.12 -6.32 -3.93  0.22
H: -3.08 -7.45 -2.55  0.22
H: -1.26 -5.46 -2.14  0.21

***

No. 3
The following is a quantum chemistry calculation of a structure of composition C22H34FN8O3Sc at a distorted geometry, from the OMol25 dataset.

Summary:
Energy above the lowest of the compared OMol25 structures with the same formula, charge and spin = 0.0 kcal per mole
F_max = 0.020 hartree/bohr
Gap between HOMO and LUMO = 0.313 Ha
LUMO = -5.176 eV
Molecular weight = 522.52 g/mol
Net charge = +2

Each line ends with the natural charge from an NBO analysis.
Atoms and positions in Å:
Sc: 1.57 0.46 -0.37  1.78
C: 3.65 0.35 4.98  -0.42
N: 2.55 0.16 4.03  -0.39
C: 1.20 0.22 4.58  -0.42
C: 2.71 0.30 2.69  0.68
N: 1.74 0.47 1.85  -0.87
N: 4.02 0.24 2.26  -0.60
C: 4.53 0.31 0.97  0.67
N: 5.86 0.11 0.92  -0.78
N: 3.79 0.56 -0.06  -0.86
H: 3.30 0.02 5.96  0.25
H: 3.96 1.39 5.06  0.22
H: 4.51 -0.28 4.76  0.20
H: 1.22 -0.18 5.59  0.24
H: 0.52 -0.41 4.00  0.22
H: 0.82 1.24 4.62  0.21
H: 0.85 0.55 2.32  0.39
H: 4.69 -0.01 2.97  0.42
H: 6.41 -0.13 1.72  0.42
H: 6.33 0.10 0.03  0.42
H: 4.36 0.56 -0.90  0.38
N: 1.62 0.57 -2.70  -0.86
C: 1.43 1.87 -3.41  -0.22
C: 2.64 2.80 -3.23  -0.42
C: 2.43 4.00 -2.31  -0.41
C: 2.56 3.74 -0.82  -0.21
N: 1.49 2.83 -0.30  -0.87
H: 2.42 0.09 -3.10  0.40
H: 0.83 -0.04 -2.92  0.40
H: 0.53 2.33 -3.00  0.20
H: 1.24 1.68 -4.46  0.21
H: 2.92 3.18 -4.22  0.25
H: 3.50 2.22 -2.89  0.19
H: 1.46 4.46 -2.51  0.21
H: 3.16 4.77 -2.55  0.24
H: 2.53 4.68 -0.28  0.21
H: 3.52 3.27 -0.60  0.20
H: 0.59 3.18 -0.61  0.39
H: 1.45 2.94 0.72  0.40
C: -3.73 -4.79 -1.44  -0.63
C: -4.25 -3.61 -0.65  -0.02
C: -5.55 -3.08 -1.22  -0.41
C: -6.08 -1.92 -0.41  -0.43
C: -5.04 -0.84 -0.32  0.01
C: -5.40 0.48 -0.16  -0.21
C: -4.43 1.48 -0.07  0.43
F: -4.83 2.74 0.09  -0.30
C: -3.10 1.20 -0.15  -0.28
C: -2.70 -0.14 -0.32  -0.06
C: -1.30 -0.46 -0.41  0.48
O: -0.44 0.52 -0.33  -0.78
C: -0.95 -1.80 -0.56  -0.33
C: -1.96 -2.74 -0.65  0.18
N: -3.25 -2.47 -0.59  -0.29
C: -3.67 -1.15 -0.41  0.15
C: 0.45 -2.35 -0.63  0.80
O: 0.65 -3.53 -0.70  -0.57
O: 1.41 -1.43 -0.60  -0.81
H: -4.55 -5.50 -1.57  0.25
H: -2.92 -5.33 -0.94  0.23
H: -3.39 -4.49 -2.43  0.23
H: -4.42 -3.90 0.39  0.22
H: -6.27 -3.91 -1.23  0.25
H: -5.39 -2.79 -2.27  0.22
H: -6.33 -2.27 0.60  0.23
H: -7.00 -1.52 -0.83  0.25
H: -6.44 0.76 -0.09  0.25
H: -2.36 1.99 -0.08  0.25
H: -1.67 -3.78 -0.78  0.26

***

No. 4
The following is a quantum chemistry calculation of a cluster of 5 separate species, C22H34N2O3 in total at a distorted geometry, from the OMol25 dataset.

Summary:
Energy above the lowest of the compared OMol25 structures with the same formula, charge and spin = 193.7 kcal per mole
F_max = 0.077 hartree/bohr
Gap between HOMO and LUMO = 0.355 Ha
Structure (SMILES) = c1ccncc1.c1ccncc1.C1CCOC1.C1CCOC1.C1CCOC1
LUMO = 0.513 eV
Molecular weight = 374.52 g/mol

Each line ends with the natural charge from an NBO analysis.
Atoms and positions in Å:
C: 3.91 -14.29 5.65  -0.16
C: 4.31 -13.27 4.78  -0.27
C: 3.35 -12.46 4.22  0.03
N: 2.03 -12.63 4.38  -0.41
C: 1.70 -13.60 5.27  0.03
C: 2.57 -14.42 5.93  -0.27
H: 4.60 -14.95 6.14  0.22
H: 5.36 -13.15 4.57  0.22
H: 3.65 -11.56 3.70  0.19
H: 0.64 -13.75 5.45  0.19
H: 2.35 -15.31 6.51  0.24
C: -1.08 -15.77 9.11  -0.21
C: -1.53 -16.45 8.02  -0.21
C: -0.66 -16.88 7.01  0.01
N: 0.61 -16.37 7.01  -0.51
C: 1.08 -15.65 8.05  0.02
C: 0.22 -15.35 9.12  -0.20
H: -1.80 -15.52 9.88  0.22
H: -2.53 -16.85 7.97  0.20
H: -0.92 -17.50 6.16  0.21
H: 2.09 -15.29 7.96  0.24
H: 0.60 -14.77 9.95  0.21
C: 2.49 -18.95 8.82  -0.44
C: 2.13 -17.98 9.97  -0.44
C: 3.28 -17.04 9.84  -0.07
O: 3.35 -16.85 8.37  -0.57
C: 2.92 -17.98 7.64  -0.12
H: 1.60 -19.49 8.50  0.23
H: 3.37 -19.53 9.11  0.21
H: 2.14 -18.51 10.92  0.22
H: 1.22 -17.40 9.81  0.22
H: 4.19 -17.40 10.32  0.18
H: 3.06 -16.07 10.30  0.18
H: 3.75 -18.36 7.05  0.18
H: 2.03 -17.72 7.07  0.24
C: -4.68 -17.99 8.57  -0.44
C: -4.75 -18.10 10.11  -0.43
C: -4.49 -16.61 10.53  -0.06
O: -5.27 -15.91 9.56  -0.54
C: -5.25 -16.60 8.31  -0.08
H: -5.26 -18.78 8.09  0.22
H: -3.62 -18.10 8.36  0.20
H: -4.08 -18.83 10.56  0.21
H: -5.70 -18.50 10.47  0.21
H: -3.46 -16.31 10.36  0.15
H: -4.74 -16.39 11.56  0.20
H: -4.72 -15.94 7.62  0.18
H: -6.28 -16.65 7.98  0.19
C: 0.87 -18.94 6.18  -0.46
C: 1.04 -20.33 6.64  -0.44
C: 0.31 -21.19 5.53  -0.07
O: 0.29 -20.28 4.39  -0.53
C: -0.01 -18.98 4.93  -0.09
H: 1.84 -18.55 5.89  0.22
H: 0.59 -18.27 6.99  0.25
H: 0.42 -20.42 7.54  0.19
H: 2.08 -20.56 6.86  0.22
H: -0.71 -21.42 5.83  0.17
H: 0.93 -22.05 5.29  0.20
H: -1.08 -18.91 5.15  0.15
H: 0.32 -18.33 4.12  0.21

***

No. 5
The following is a quantum chemistry calculation of a structure of composition C22H34N2O4 at a distorted geometry, from the OMol25 dataset.

Summary:
Energy above the lowest of the compared OMol25 structures with the same formula, charge and spin = 520.2 kcal per mole
F_max = 0.211 hartree/bohr
Gap between HOMO and LUMO = 0.287 Ha
LUMO = 0.083 eV
Molecular weight = 390.52 g/mol

Each line ends with the natural charge from an NBO analysis.
Atoms and positions in Å:
N: 1.90 -0.32 -1.92  -0.47
C: 2.38 -1.18 -2.85  0.03
C: 2.39 -0.91 -4.19  -0.23
C: 2.01 0.34 -4.62  -0.18
C: 1.60 1.31 -3.66  -0.19
C: 1.50 0.90 -2.34  -0.05
H: 2.61 -2.15 -2.44  0.21
H: 2.64 -1.72 -4.86  0.23
H: 2.06 0.56 -5.67  0.22
H: 1.29 2.29 -3.97  0.23
H: 1.10 1.56 -1.59  0.23
N: 1.65 1.84 2.35  -0.47
C: 1.18 1.66 1.09  -0.09
C: 1.86 0.85 0.14  -0.18
C: 3.12 0.27 0.54  -0.17
C: 3.58 0.54 1.80  -0.28
C: 2.84 1.31 2.67  0.06
H: 0.32 2.26 0.83  0.20
H: 1.58 0.80 -0.90  0.20
H: 3.74 -0.37 -0.07  0.21
H: 4.47 0.08 2.20  0.21
H: 3.18 1.49 3.68  0.20
C: -0.41 -0.30 1.58  -0.86
C: -0.50 -1.34 0.44  0.62
O: -1.48 -2.13 0.41  -0.62
C: 0.65 -1.43 -0.54  -0.69
H: -0.20 -0.79 2.53  0.29
H: -1.37 0.21 1.68  0.30
H: 0.37 0.44 1.37  0.18
H: 1.56 -1.80 -0.07  0.23
H: 0.78 -0.43 -0.94  0.25
H: 0.59 -2.13 -1.37  0.21
C: -0.93 -2.20 -2.80  -0.71
C: -1.85 -1.01 -2.65  0.58
O: -2.83 -1.10 -1.93  -0.52
C: -1.54 0.27 -3.35  -0.72
H: 0.13 -2.04 -2.66  0.21
H: -1.07 -2.40 -3.87  0.22
H: -1.25 -3.06 -2.22  0.26
H: -0.88 0.19 -4.21  0.22
H: -1.06 0.89 -2.59  0.23
H: -2.44 0.80 -3.66  0.24
C: -2.67 3.31 1.51  -0.71
C: -1.86 2.06 1.57  0.62
O: -2.28 1.01 1.17  -0.54
C: -0.47 2.22 2.11  -0.72
H: -3.67 3.13 1.10  0.24
H: -2.20 3.92 0.74  0.23
H: -2.70 3.63 2.55  0.24
H: -0.47 2.65 3.11  0.26
H: -0.09 3.03 1.49  0.20
H: 0.15 1.32 2.03  0.31
C: -2.29 -0.58 3.13  -0.73
C: -1.38 -1.73 3.44  0.65
O: -0.25 -1.59 3.94  -0.60
C: -1.82 -3.12 2.98  -0.74
H: -3.23 -0.69 3.69  0.23
H: -2.44 -0.61 2.05  0.29
H: -1.84 0.36 3.45  0.21
H: -2.46 -3.67 3.66  0.23
H: -0.94 -3.74 2.82  0.23
H: -2.38 -2.92 2.07  0.27

***

No. 6
The following is a quantum chemistry calculation of an isolated molecule of C22H34N2O4, from the OMol25 dataset.

Summary:
Energy above the lowest of the compared OMol25 structures with the same formula, charge and spin = 69.3 kcal per mole
F_max = 0.014 hartree/bohr
Gap between HOMO and LUMO = 0.326 Ha
Structure (SMILES) = COc1ccc(C(=O)NCC2(N3CCCCC3)CCCCC2)c(OC)c1OC
LUMO = 0.684 eV
Molecular weight = 390.52 g/mol

Each line ends with the natural charge from an NBO analysis.
Atoms and positions in Å:
C: -6.74 -0.91 -0.59  -0.25
O: -5.75 0.08 -0.47  -0.50
C: -4.49 -0.30 -0.15  0.28
C: -4.08 -1.62 0.02  -0.33
C: -2.77 -1.89 0.35  -0.12
C: -1.83 -0.89 0.54  -0.22
C: -0.47 -1.37 0.93  0.68
O: -0.30 -2.53 1.28  -0.65
N: 0.54 -0.49 0.85  -0.63
C: 1.90 -0.84 1.19  -0.26
C: 2.93 -0.66 0.05  0.16
N: 3.47 0.71 0.07  -0.48
C: 4.34 1.08 -1.04  -0.22
C: 5.24 2.24 -0.63  -0.40
C: 4.38 3.45 -0.30  -0.40
C: 3.36 3.05 0.76  -0.40
C: 2.57 1.82 0.31  -0.22
C: 4.11 -1.61 0.38  -0.40
C: 3.78 -3.09 0.21  -0.40
C: 3.21 -3.37 -1.17  -0.39
C: 1.96 -2.53 -1.39  -0.41
C: 2.31 -1.04 -1.31  -0.44
C: -2.23 0.45 0.38  0.30
O: -1.29 1.43 0.57  -0.53
C: -1.65 2.71 1.04  -0.23
C: -3.55 0.74 0.01  0.21
O: -3.94 2.05 -0.17  -0.53
C: -4.32 2.40 -1.49  -0.25
H: -6.86 -1.47 0.35  0.18
H: -6.53 -1.60 -1.40  0.18
H: -7.67 -0.37 -0.81  0.20
H: -4.78 -2.43 -0.11  0.22
H: -2.44 -2.91 0.49  0.25
H: 0.33 0.45 0.56  0.43
H: 2.24 -0.27 2.06  0.20
H: 1.85 -1.89 1.47  0.25
H: 4.96 0.23 -1.33  0.20
H: 3.75 1.38 -1.93  0.16
H: 5.81 1.95 0.24  0.20
H: 5.93 2.47 -1.45  0.20
H: 4.99 4.28 0.05  0.21
H: 3.85 3.78 -1.20  0.19
H: 3.89 2.81 1.68  0.20
H: 2.67 3.87 0.96  0.20
H: 1.88 1.57 1.12  0.20
H: 1.98 2.08 -0.59  0.16
H: 4.43 -1.41 1.40  0.21
H: 4.95 -1.38 -0.28  0.20
H: 3.06 -3.42 0.96  0.20
H: 4.69 -3.67 0.36  0.21
H: 2.96 -4.43 -1.26  0.21
H: 3.95 -3.13 -1.94  0.19
H: 1.21 -2.79 -0.65  0.22
H: 1.54 -2.73 -2.38  0.20
H: 1.42 -0.44 -1.48  0.21
H: 3.02 -0.82 -2.10  0.20
H: -0.76 3.10 1.55  0.18
H: -1.92 3.38 0.22  0.19
H: -2.48 2.66 1.75  0.19
H: -3.50 2.21 -2.20  0.17
H: -4.54 3.47 -1.46  0.19
H: -5.21 1.86 -1.81  0.19

***

No. 7
The following is a quantum chemistry calculation of a structure of composition C22H34N2O4P2SZr at a distorted geometry, from the OMol25 dataset.

Summary:
Energy above the lowest of the compared OMol25 structures with the same formula, charge and spin = 31.4 kcal per mole
F_max = 0.086 hartree/bohr
Gap between HOMO and LUMO = 0.200 Ha
LUMO = -0.697 eV
Molecular weight = 575.76 g/mol

Each line ends with the natural charge from an NBO analysis.
Atoms and positions in Å:
Zr: 0.12 -0.14 -0.58  1.69
P: 2.57 -0.29 -2.34  0.96
P: -2.39 0.94 -0.21  0.87
N: -0.29 0.41 -2.44  -0.97
H: 0.78 -1.79 -0.92  -0.41
C: 3.29 -1.97 -2.52  -0.94
H: 4.28 -1.90 -2.99  0.21
H: 2.62 -2.58 -3.14  0.24
H: 3.37 -2.45 -1.53  0.22
C: 4.09 0.59 -1.83  -0.95
H: 4.90 0.33 -2.52  0.22
H: 4.38 0.34 -0.80  0.21
H: 3.90 1.68 -1.87  0.24
C: 2.58 0.17 -4.11  -0.94
H: 3.59 0.02 -4.52  0.22
H: 2.29 1.23 -4.22  0.25
H: 1.86 -0.44 -4.67  0.26
C: -3.48 -0.32 0.50  -0.94
H: -4.26 0.21 1.06  0.23
H: -2.92 -0.98 1.18  0.27
H: -3.87 -0.93 -0.32  0.24
C: -2.26 2.14 1.14  -0.97
H: -3.14 2.08 1.81  0.23
H: -2.13 3.14 0.69  0.24
H: -1.37 1.93 1.75  0.29
C: -3.43 1.62 -1.54  -0.93
H: -4.47 1.79 -1.22  0.23
H: -3.42 0.92 -2.38  0.26
H: -3.01 2.56 -1.90  0.25
C: -0.74 0.53 -3.70  0.16
C: -1.65 -0.53 -5.72  -0.19
C: -1.11 -0.64 -4.45  -0.30
C: -0.89 1.80 -4.34  -0.32
C: -1.44 1.90 -5.61  -0.14
C: -1.82 0.74 -6.30  -0.32
H: -1.95 -1.43 -6.26  0.21
H: -0.96 -1.61 -3.96  0.21
H: -0.58 2.68 -3.78  0.20
H: -1.57 2.88 -6.06  0.20
H: -2.24 0.81 -7.30  0.20
C: 2.46 -0.10 1.42  0.73
O: 1.71 0.47 0.53  -0.70
C: 2.59 -1.57 1.51  -0.76
H: 2.72 -1.82 2.57  0.25
H: 3.50 -1.90 0.98  0.27
H: 1.72 -2.13 1.12  0.29
C: 3.14 0.81 2.33  -0.73
H: 3.08 0.39 3.34  0.27
H: 2.66 1.80 2.31  0.27
H: 4.20 0.87 2.07  0.26
O: -0.87 2.38 4.81  -0.92
S: -0.05 1.23 4.49  2.31
O: 1.36 1.27 4.83  -0.95
N: -0.27 0.69 2.95  -0.90
C: -0.67 -0.58 2.83  0.64
O: -0.77 -1.15 1.67  -0.75
C: -1.05 -1.15 4.17  -0.13
C: -1.54 -2.40 4.58  -0.16
C: -2.06 -2.55 5.87  -0.21
C: -1.88 -1.53 6.83  -0.19
C: -1.17 -0.36 6.48  -0.18
C: -0.81 -0.19 5.15  -0.32
H: -1.51 -3.23 3.86  0.23
H: -2.62 -3.44 6.15  0.23
H: -2.26 -1.65 7.84  0.22
H: -0.85 0.39 7.22  0.24